# C55H63BCsF12N13S4

A molecular structure, C55H63BCsF12N13S4 at a distorted geometry (the ωB97M-V functional and the def2-TZVPD basis, the Open Molecules 2025 dataset).

Last column: Löwdin charge in e.
Element x y z (Å)
Cs: -1.81 1.04 -1.63  0.871
C: -0.51 1.62 5.21  -0.070
C: 0.70 1.71 4.34  -0.249
C: 1.76 2.49 4.66  0.037
C: 2.87 2.57 3.79  -0.229
N: 2.85 1.99 2.63  0.186
N: 1.78 1.26 2.27  -0.005
B: 1.92 0.79 0.84  -0.563
N: 2.05 -0.62 0.61  0.047
N: 2.23 -1.31 1.78  0.137
C: 2.54 -2.57 1.75  -0.250
C: 2.73 -3.27 0.54  -0.006
C: 2.51 -2.61 -0.65  -0.292
C: 2.69 -3.32 -1.97  -0.080
C: 2.08 -1.26 -0.65  -0.664
S: 1.59 -0.48 -2.07  0.657
C: 2.75 -3.25 3.11  -0.543
C: 4.13 -3.92 3.12  -0.058
C: 1.65 -4.30 3.32  -0.048
C: 2.69 -2.22 4.24  -0.064
N: 2.45 1.79 -0.13  0.003
N: 3.56 1.37 -0.76  0.150
C: 4.10 2.13 -1.65  -0.235
C: 3.55 3.40 -1.98  0.044
C: 2.45 3.85 -1.33  -0.256
C: 1.81 5.16 -1.66  -0.073
C: 1.85 3.00 -0.34  -0.655
S: 0.47 3.43 0.53  0.670
C: 5.34 1.60 -2.36  -0.545
C: 5.77 0.26 -1.77  -0.055
C: 5.00 1.41 -3.85  -0.036
C: 6.49 2.61 -2.21  -0.054
C: 0.72 1.00 3.08  -0.658
S: -0.51 -0.03 2.60  0.774
C: 4.16 3.28 4.19  -0.552
C: 3.86 4.72 4.64  -0.052
C: 5.16 3.32 3.03  -0.063
C: 4.77 2.49 5.36  -0.049
H: -0.39 2.24 6.10  0.074
H: -0.69 0.59 5.51  0.069
H: -1.39 1.95 4.65  0.084
H: 1.74 3.07 5.58  0.114
H: 3.02 -4.31 0.54  0.103
H: 3.16 -4.29 -1.82  0.073
H: 3.28 -2.71 -2.64  0.062
H: 1.72 -3.46 -2.46  0.058
H: 4.22 -4.70 2.37  0.070
H: 4.32 -4.36 4.10  0.077
H: 4.91 -3.17 2.93  0.089
H: 1.67 -5.06 2.53  0.078
H: 0.67 -3.82 3.29  0.082
H: 1.77 -4.79 4.29  0.079
H: 3.42 -1.43 4.08  0.078
H: 2.91 -2.72 5.19  0.078
H: 1.70 -1.76 4.30  0.067
H: 3.99 4.00 -2.77  0.119
H: 2.40 5.69 -2.42  0.078
H: 1.71 5.77 -0.77  0.066
H: 0.80 4.99 -2.04  0.077
H: 4.95 -0.46 -1.83  0.073
H: 6.04 0.37 -0.71  0.082
H: 6.63 -0.12 -2.32  0.081
H: 4.18 0.70 -3.95  0.085
H: 5.87 1.04 -4.39  0.082
H: 4.69 2.35 -4.31  0.077
H: 6.71 2.78 -1.15  0.084
H: 6.25 3.57 -2.67  0.073
H: 7.39 2.22 -2.69  0.079
H: 3.33 5.26 3.86  0.093
H: 4.79 5.24 4.86  0.080
H: 3.24 4.74 5.55  0.071
H: 4.74 3.87 2.19  0.086
H: 5.39 2.31 2.68  0.081
H: 6.08 3.80 3.36  0.079
H: 4.10 2.48 6.23  0.077
H: 5.72 2.95 5.67  0.080
H: 4.96 1.46 5.07  0.087
C: -5.38 0.95 -1.17  -0.154
N: -4.72 0.50 -2.38  -0.293
C: -5.23 -0.80 -2.79  -0.196
C: -4.70 -1.97 -1.94  -0.250
N: -3.32 -2.31 -2.18  0.025
C: -2.95 -2.88 -3.31  -0.228
C: -1.56 -3.21 -3.48  -0.154
F: -0.73 -2.99 -2.45  0.045
C: -1.02 -3.76 -4.61  -0.169
F: 0.30 -4.03 -4.66  0.084
C: -1.81 -4.07 -5.71  -0.181
F: -1.27 -4.59 -6.85  0.056
C: -3.16 -3.85 -5.59  -0.178
F: -3.97 -4.18 -6.62  0.075
C: -3.71 -3.31 -4.44  -0.141
F: -5.08 -3.24 -4.43  0.031
C: -4.88 1.49 -3.45  -0.226
C: -3.89 1.35 -4.60  -0.261
N: -2.57 1.78 -4.18  -0.159
C: -1.61 2.00 -5.06  -0.245
C: -0.36 2.49 -4.59  -0.165
F: -0.22 2.68 -3.25  -0.084
C: 0.71 2.82 -5.39  -0.164
F: 1.84 3.32 -4.84  0.086
C: 0.64 2.67 -6.76  -0.177
F: 1.68 3.00 -7.56  0.060
C: -0.54 2.17 -7.28  -0.172
F: -0.63 2.00 -8.61  0.084
C: -1.61 1.84 -6.48  -0.138
F: -2.70 1.33 -7.11  0.051
H: -6.46 1.14 -1.34  0.091
H: -4.92 1.87 -0.80  0.033
H: -5.29 0.20 -0.40  0.026
H: -4.94 -0.98 -3.82  0.094
H: -6.34 -0.80 -2.76  0.119
H: -5.38 -2.82 -2.10  0.101
H: -4.78 -1.70 -0.88  0.076
H: -4.73 2.49 -3.02  0.104
H: -5.91 1.45 -3.86  0.116
H: -4.27 1.95 -5.43  0.108
H: -3.87 0.31 -4.96  0.108
C: -6.91 -0.90 3.44  -0.073
N: -5.58 -0.93 3.99  -0.168
C: -5.16 -2.04 4.83  -0.132
C: -3.65 -1.84 4.96  -0.139
N: -3.39 -0.93 3.86  -0.007
C: -4.50 -0.35 3.37  -0.875
S: -4.48 0.84 2.23  0.659
H: -7.64 -0.60 4.20  0.080
H: -7.19 -1.88 3.05  0.089
H: -6.93 -0.17 2.63  0.046
H: -5.41 -3.00 4.36  0.100
H: -5.66 -2.00 5.80  0.114
H: -3.10 -2.77 4.85  0.112
H: -3.38 -1.39 5.92  0.109
H: -2.47 -0.56 3.61  -0.015
F: -3.44 5.19 -1.35  0.059
C: -3.99 4.34 -0.51  -0.210
F: -3.66 4.64 0.73  0.058
H: -5.07 4.24 -0.66  0.113
N: -4.91 -5.60 3.00  0.129
C: -4.13 -5.00 2.40  -0.198
C: -3.15 -4.22 1.68  -0.209
C: -1.97 -4.79 1.20  -0.018
C: -1.05 -3.97 0.59  -0.036
C: -1.33 -2.61 0.50  -0.134
N: -2.46 -2.06 0.93  0.105
C: -3.36 -2.86 1.50  -0.110
H: -1.80 -5.85 1.32  0.116
H: -0.12 -4.36 0.19  0.107
H: -0.62 -1.92 0.06  0.088
H: -4.28 -2.40 1.84  0.105

For the energy above the lowest of the compared OMol25 structures with the same formula, charge and spin, the calculation gives 2.4 kJ/mol. As for the charge: -2. The value obtained for the gap between HOMO and LUMO (spin up / spin down) is 0.162 / 0.178 hartree. As for the multiplicity: 1. The LUMO energy (spin up / spin down) comes out at 3.3 / 3.3 eV. The total energy is -154603.82183 eV.